[1]
Molecular formula: C6H10O
Method: DFT, ωB97M-V/def2-TZVPD

Geometry (Å):
O 0.24850 -1.02726 0.86802
C -0.30113 0.78539 -0.04895
C 1.87201 0.73131 0.40661
C 0.58987 0.35163 1.13101
C -0.97866 -0.54310 0.29734
C -1.76452 -1.52259 -0.53362
C 1.01649 0.88904 -0.88473
H -1.31817 -1.79716 -1.49159
H 1.18847 0.13069 -1.65094
H -1.63019 -0.26210 1.15873
H 2.30417 1.67482 0.75472
H 0.26651 0.60644 2.14914
H 1.12219 1.87735 -1.34035
H -0.92515 1.68066 -0.05878
H 2.64786 -0.03822 0.39872
H -2.76101 -1.09959 -0.70214
H -1.89459 -2.43293 0.06198

## Properties
**Energy**: -309.77610 a.u.
**HOMO-LUMO gap**: 10.603 eV
**Net charge**: 0
**Relative energy (zero: lowest compared OMol25 entry of this formula, charge and spin)**: 174.0 kJ/mol
**HOMO level**: -9.5 eV
**Multiplicity**: 1

Atomic partial charges in e from the natural (NBO) method, atoms 1 to 2:
1. O -0.538
2. C -0.259

---

[2]
Molecular formula: C14H29N6OPSiTc
Method: DFT, ωB97M-V/def2-TZVPD

Geometry (Å):
Tc 0.05891 0.19208 -0.02268
P -0.52917 1.63158 -1.67332
Si 1.36892 1.97348 0.81740
O -1.30849 1.25612 1.45820
N 1.35162 -0.60702 -1.01978
N 0.39741 -2.52928 1.32199
N 1.17498 -4.33638 2.62236
N 0.76100 -2.20957 3.55158
N 0.33454 -1.21394 1.59873
N 0.56581 -3.10256 2.53584
C -3.35241 2.00531 2.35168
C 2.49156 -1.07935 -1.58501
C -2.50222 0.92251 1.73719
C -1.87282 1.05565 -2.75644
C 4.86829 -0.81078 -2.08948
C 2.49220 -2.30621 -2.31741
C 0.69944 3.11738 2.17517
C 3.65498 -2.74666 -2.92990
C 0.55799 -1.05474 2.92737
C 4.83962 -2.00256 -2.82619
C 0.77850 2.02078 -2.89133
C 3.72058 -0.34867 -1.46214
C -1.15858 3.28588 -1.20673
C -3.06865 -0.43360 1.87238
H 1.09373 1.09302 -3.38413
H -2.76991 0.88042 -2.15083
H -1.44544 3.81479 -2.12461
H 3.70073 0.57020 -0.86849
H -2.88035 2.98783 2.28677
H 1.54661 -2.84676 -2.36775
H 5.78712 -0.23276 -2.00921
H -0.38987 3.85800 -0.67478
H -2.08361 1.81128 -3.52568
H 0.38185 2.71857 -3.64074
H -1.70437 -0.27959 0.23244
H -3.52296 1.75514 3.41468
H 0.33583 2.52597 3.02567
H 1.51965 3.76143 2.52099
H 3.63758 -3.67272 -3.50007
H 5.74417 -2.34955 -3.33001
H -1.57524 0.11544 -3.23602
H 0.81560 -4.96228 1.91146
H -2.03636 3.17516 -0.55686
H -2.66486 -0.94179 2.76859
H 1.98178 2.94053 -0.13512
H -2.90025 -1.10738 1.01731
H 0.61635 -0.09287 3.42189
H -4.15929 -0.35141 2.00410
H -4.33697 2.02636 1.85892
H 1.15086 -4.67140 3.57716
H 1.64199 2.46708 -2.38732
H -0.11501 3.74694 1.79774
H 2.50742 1.30795 1.51700

## Properties
**Energy**: -1666.03164 a.u.
**HOMO-LUMO gap (alpha / beta)**: 4.326 / 6.633 eV
**<S²>**: 3.809
**Net charge**: 0
**HOMO level (alpha / beta)**: -4.3 / -7.8 eV
**Multiplicity**: 4

Atomic partial charges in e from the natural (NBO) method, atoms 1 to 2:
1. Tc 0.374
2. P 1.208

---

[3]
Molecular formula: C35H72O20S
Method: DFT, ωB97M-V/def2-TZVPD

Geometry (Å):
S -0.01310 4.58965 -6.06655
O -2.20757 6.74695 3.91863
O 5.26593 -6.96766 -2.88432
O 0.96670 5.10546 -7.00420
O 3.72560 -6.82510 -4.49568
O 6.15344 -0.95573 -6.45011
O 0.46520 -0.19044 1.78973
O -6.34397 1.23611 -9.10453
O 5.67824 -2.42573 3.60642
O -0.58102 -5.36649 3.19679
O -0.22382 5.62703 -4.82015
O 1.95052 0.08493 0.14309
O 0.00378 3.24655 -5.58921
O 7.07379 -1.24957 2.28413
O 3.21246 -6.05931 -2.59715
O -0.25303 0.70668 10.67768
O -5.12320 -0.21770 -8.07147
O 6.67332 -0.42319 4.25798
O -5.66760 2.89805 -0.52531
O -5.68074 1.68953 -6.97107
O -0.22918 -0.57720 -0.24311
C 4.46492 -1.47628 -4.93529
C 6.18091 -0.60077 5.60142
C -1.54989 -4.53315 3.72019
C 4.16574 -6.69784 -3.30417
C -2.17189 4.49420 4.42530
C -2.80444 5.51985 3.56149
C 3.41302 -5.64030 -1.28383
C -0.76657 -0.20190 8.52274
C -0.91865 5.26973 -3.61620
C 5.34747 -2.02576 -5.99816
C -0.08339 -0.80860 -1.65284
C -6.75504 2.41847 0.24269
C 6.34047 -0.08562 -5.35942
C -0.58442 1.05483 9.36611
C -5.72652 0.95188 -7.96046
C -5.48444 1.90442 -1.58545
C -6.80198 1.18598 -1.76278
C 4.96823 -0.03136 -4.74992
C 7.35058 -2.34554 1.40825
C -1.04630 6.56936 4.66930
C -0.19845 -5.36791 5.56385
C -1.14793 -4.27154 5.17915
C -7.69839 1.87202 -0.72997
C -1.71560 4.88111 -6.79154
C 0.09977 4.97762 -2.51987
C -4.51870 -0.90958 -7.01515
C -6.81322 2.56244 -9.47361
C 4.43494 -7.57343 -5.44774
C 0.83303 -0.25452 0.51359
C 6.38361 -1.43905 3.38314
C -0.81956 -0.58332 10.89380
C 0.43177 -5.65711 4.20017
C -1.06774 -1.27449 9.52672
C 1.30681 0.41501 2.75890
C -0.80075 5.10932 4.49435
H 0.56188 -5.10349 6.29875
H -0.18979 4.96667 3.60301
H -7.31594 1.26423 -2.72081
H 4.05656 -4.76905 -1.16184
H -1.57691 -3.59204 3.17092
H -0.32006 -2.06680 9.49065
H -2.59535 4.46233 5.42918
H 5.09095 -0.59493 5.59477
H 1.89497 -0.41183 3.15704
H -4.68476 1.17434 -1.46064
H 7.18081 -2.01123 0.38476
H -1.45003 -0.10431 7.67926
H -3.81993 -1.66860 -7.36686
H -6.65344 0.14466 -1.47697
H -1.67220 6.04563 -3.48117
H -1.45670 4.34881 -3.84098
H 1.35233 -5.07954 4.11599
H -1.05554 -0.72861 -2.13928
H 0.73881 -6.70160 4.14653
H 0.45548 -0.01388 -2.16872
H -1.81227 -0.42893 11.31664
H 6.50817 0.12545 6.34547
H -5.27778 -1.41286 -6.41632
H -6.02953 3.31741 -9.53636
H -2.32022 4.78797 -5.88940
H 4.85398 -6.82964 -6.12545
H -0.64606 -3.30576 5.23820
H -0.21519 -1.16516 11.58972
H 6.62115 0.93224 -5.63011
H -5.26805 2.42267 -2.51963
H 3.73977 -8.21927 -5.98414
H -2.55644 -4.94871 3.67248
H -7.48305 3.14070 -8.83717
H 8.37254 -2.69554 1.55379
H -1.53170 1.58499 9.46464
H 0.40125 -1.76859 -1.83070
H 6.40522 -1.60859 5.95084
H 5.24268 -8.23234 -5.12915
H 0.69701 0.88842 3.52840
H 0.76657 4.13176 -2.68711
H -0.12677 4.75091 5.27243
H -1.94567 4.02354 -7.42379
H -0.18949 7.18390 4.39303
H 3.71658 -6.47180 -0.64776
H 4.89489 0.26673 -3.70405
H 4.52867 -2.10613 -4.04798
H -6.34013 1.68011 0.92882
H -2.04954 -4.23625 5.79067
H 4.27339 0.63529 -5.26069
H -2.18258 3.51674 3.94304
H -0.45834 4.67250 -1.63470
H 0.65741 5.87824 -2.26294
H -7.36409 2.54713 -10.41405
H 0.10453 1.76543 8.90950
H -3.89002 5.49592 3.65658
H 3.42066 -1.38571 -5.23431
H 0.15249 -0.52993 8.03710
H -2.63403 5.38672 2.49316
H 2.10889 1.06248 2.40454
H -7.23665 3.24081 0.77174
H -1.31498 6.76016 5.70828
H -0.79491 -6.14814 6.03667
H 6.04841 -2.75141 -5.58560
H -8.53752 1.38074 -0.23743
H -2.02109 -1.80273 9.51236
H -1.71536 5.85441 -7.28226
H 7.09815 -0.42031 -4.65091
H 4.81899 -2.40907 -6.87102
H -8.27382 2.69356 -1.15663
H 2.42036 -5.39298 -0.90755
H -3.99326 -0.27269 -6.30353
H 6.72242 -3.22613 1.54272

## Properties
**Energy**: -3279.54571 a.u.
**HOMO-LUMO gap**: 9.561 eV
**Net charge**: 0
**Relative energy (zero: lowest compared OMol25 entry of this formula, charge and spin)**: 351.6 kJ/mol
**HOMO level**: -9.4 eV
**Multiplicity**: 1
**SMILES**: CCOS(C)(=O)=O.COC(=O)OC.COC(=O)OC.COC(=O)OC.COC(=O)OC.C1CCOC1.C1CCOC1.C1CCOC1.C1CCOC1.C1CCOC1

Atomic partial charges in e from the Mulliken method, atoms 1 to 2:
1. S 1.114
2. O -0.413

---

[4]
Molecular formula: C34H28FO12PS2
Method: DFT, ωB97M-V/def2-TZVPD

Geometry (Å):
S -2.54726 3.67120 -4.91715
S -2.02571 0.95605 -3.23610
P -3.31585 -0.77640 -5.20297
F 0.62721 2.52771 -6.32160
O -4.18491 -0.54137 -6.59989
O -1.39966 0.50074 -7.22425
O -0.98254 3.33579 -5.05299
O 1.97085 -7.69619 6.63703
O -5.95929 3.42875 -6.38132
O 2.96691 -2.49099 5.82922
O -0.59319 1.51252 -0.04417
O -2.08074 -1.69197 -5.72355
O -2.87159 4.62953 -5.93018
O 3.18170 4.85392 1.77667
O -0.12327 0.25657 -5.37734
O -2.79977 3.99942 -3.55475
C 1.31559 4.54750 0.36534
C 1.98696 0.15326 2.96343
C 2.72487 -3.66880 5.99063
C 3.54716 -4.72123 5.32844
C 2.30859 4.10827 1.38568
C 2.17769 -6.51991 6.43053
C 2.19362 2.71673 1.91453
C -5.82632 2.07970 -5.93898
C 0.23419 -5.85092 7.82274
C -3.32135 2.09838 -5.40429
C -1.13776 1.01030 -5.91893
C 0.24691 2.27151 0.39236
C 4.09300 -7.03704 4.93814
C -0.56785 -4.88907 8.41285
C 1.31825 -5.46647 7.04368
C -2.41786 0.89750 -5.02648
C 4.57930 -4.33661 4.48131
C 1.20251 1.84784 1.45356
C -0.49108 5.38685 -1.57220
C 1.36458 5.85204 -0.11017
C -0.70133 2.48796 -6.14399
C 3.08608 2.29164 2.89097
C 3.29773 -6.07672 5.55082
C 0.46063 6.27013 -1.07247
C 5.12224 -6.64791 4.09799
C 1.59119 -4.11081 6.85140
C 0.79013 -3.14979 7.45608
C -0.54883 4.08753 -1.09822
C 2.98277 1.01338 3.41331
C 5.36210 -5.29790 3.86538
C -0.28612 -3.53883 8.23497
C 0.34781 3.66670 -0.12244
C -4.76325 2.06649 -4.84519
C 1.10050 0.56764 1.98405
H -2.42443 -2.43982 -6.22983
H -4.93372 2.99121 -4.28831
H 3.89343 -8.08312 5.12507
H 3.67518 0.68228 4.17629
H 5.73917 -7.39716 3.61967
H 0.49768 7.28807 -1.43823
H 0.54623 0.11587 -6.06068
H -1.15526 2.92808 -7.03838
H -4.89779 1.23087 -4.15685
H 6.16284 -4.99678 3.20289
H -1.41507 -5.19011 9.01481
H 2.11305 6.52767 0.28048
H -1.78440 1.18104 -7.78772
H -6.77864 1.73427 -5.52105
H 4.75805 -3.28375 4.31193
H -5.10231 -0.74407 -6.36816
H 0.02949 -6.90405 7.95713
H -1.28728 3.39722 -1.48177
H -1.19253 5.70836 -2.33046
H 1.90746 -0.84163 3.38281
H -0.78069 0.48472 -3.33551
H -0.91066 -2.78946 8.70307
H 0.32281 -0.09154 1.62315
H -6.18758 3.42719 -7.31686
H 3.85320 2.97198 3.23429
H -5.54128 1.44574 -6.78057
H -3.36056 2.16570 -6.49513
H 1.01802 -2.10344 7.30646

## Properties
**Energy**: -3452.96676 a.u.
**HOMO-LUMO gap**: 7.965 eV
**Net charge**: 0
**HOMO level**: -9.0 eV
**Multiplicity**: 1
**SMILES**: O=S1(=O)O[C@@H](F)C(O)(O)[C@](S)(P(O)O)[C@H]1CCO.O=C1c2ccccc2C(=O)c2ccccc21.O=C1c2ccccc2C(=O)c2ccccc21

Atomic partial charges in e from the Mulliken method, atoms 1 to 2:
1. S 1.382
2. S -0.200

---

[5]
Molecular formula: C22H29IrN2SSi
Method: DFT, ωB97M-V/def2-TZVPD

Geometry (Å):
Ir -0.08250 0.02140 0.10810
S -0.51170 1.87280 -1.54270
Si 0.68800 2.81220 -4.78260
N -0.86250 -1.60260 -1.26970
N 1.59540 0.43940 -1.38920
C -1.98230 -3.23530 -3.21830
C -2.18710 -1.75010 -1.36100
C -0.09050 -2.27620 -2.12570
C -1.02500 3.51470 -4.33430
C 1.06080 0.89120 2.18310
C 1.34790 -0.48590 2.26880
C 1.48620 1.62330 -3.48860
C -0.55950 2.83130 2.30210
C -2.18040 -1.92540 2.50170
C -0.60630 -3.09200 -3.11720
C -0.26510 1.37070 2.18210
C 2.69530 1.01300 -3.82620
C 2.75020 -0.11080 -1.72690
C 0.58430 1.80980 -6.40030
C 1.96220 4.25040 -4.82100
C 0.27560 -1.39610 2.30180
C 0.97760 1.29530 -2.23100
C 2.75300 -0.96190 2.43520
C -1.31390 0.42370 2.16740
C 3.34150 0.15170 -2.95620
C -2.78520 -2.56190 -2.30850
C -1.05980 -0.96200 2.28480
H -2.60940 -2.25990 1.55740
H -2.79090 -1.19470 -0.65470
H 2.04730 4.73840 -3.85490
H -1.01390 4.06800 -3.40150
H 1.87450 1.60170 2.25300
H 0.97870 -2.16460 -2.01370
H -1.83120 -2.80860 3.03110
H 3.21990 -0.77060 -1.00890
H 3.23120 -1.11350 1.46780
H -2.33430 0.77900 2.24720
H 2.94070 3.87970 -5.11030
H 1.55310 1.42830 -6.70940
H -1.43370 2.99260 2.92930
H 0.28470 3.36390 2.73280
H 2.78060 -1.91010 2.96660
H 3.13900 1.22940 -4.78550
H -2.41910 -3.85870 -3.98320
H -0.77380 3.27460 1.32960
H -1.35540 4.19450 -5.11340
H 3.34720 -0.23230 2.98070
H -1.76680 2.72600 -4.25440
H 0.06240 -3.60700 -3.78890
H 0.48380 -2.44610 2.45540
H 0.21880 2.44830 -7.19900
H 4.28020 -0.31010 -3.21860
H -0.09600 0.96560 -6.32420
H 1.64680 4.98910 -5.54990
H -2.97820 -1.46000 3.07680
H -3.85920 -2.66000 -2.32710

## Properties
**Energy**: -1756.64863 a.u.
**HOMO-LUMO gap (alpha / beta)**: 8.138 / 6.173 eV
**<S²>**: 6.029
**Net charge**: +2
**HOMO level (alpha / beta)**: -13.9 / -15.4 eV
**Multiplicity**: 5

Atomic partial charges in e from the natural (NBO) method, atoms 1 to 2:
1. Ir 1.073
2. S 0.280

---

[6]
Molecular formula: C2H3F2IO
Method: DFT, ωB97M-V/def2-TZVPD

Geometry (Å):
I 2.59390 0.29189 -0.08652
F -0.19309 -1.55033 0.58421
F -1.89217 0.54903 0.47999
O -0.61907 -0.55007 -1.30518
C -0.26254 -0.41002 -0.10858
C 0.53962 0.74823 0.38076
H 0.65394 0.61912 1.51638
H -1.02198 -1.45073 -1.56193
H 0.20141 1.75287 0.10088

## Properties
**Energy**: -650.60932 a.u.
**HOMO-LUMO gap**: 9.801 eV
**Net charge**: 0
**Relative energy (zero: lowest compared OMol25 entry of this formula, charge and spin)**: 192.6 kJ/mol
**HOMO level**: -10.1 eV
**Multiplicity**: 1

Atomic partial charges in e from the natural (NBO) method, atoms 1 to 2:
1. I 0.093
2. F -0.295